No. 1
DFT (ωB97M-V/def2-TZVPD) results for Cl2O3PS as an isolated structure.

Values from the calculation:
Energy relative to the best compared isomer or geometry (same formula, charge and spin), eV: 0.429
Kohn-Sham gap, eV: 8.70
Molar mass, g/mol: 181.9
Calculated total energy, eV: -51314.995
Lowest unoccupied orbital energy, eV: 3.6

The geometry in ORCA input format:
```
! RIJCOSX wB97M-V def2-TZVPD def2/J DEFGRID3
* xyz -1 1
O -0.1491 -0.6538 0.4366
O -0.8892 1.1298 -1.1743
O 2.0106 -1.6883 -0.3296
P -1.2649 0.8847 0.2332
S 1.1219 -0.5542 -0.3914
Cl -2.7337 -0.4362 0.4350
Cl 2.0228 1.2074 0.7862
*
```

***

No. 2
DFT (ωB97M-V/def2-TZVPD) results for Cl2O8Ti as an isolated structure.

Values from the calculation:
Energy relative to the best compared isomer or geometry (same formula, charge and spin), eV: 0.719
Kohn-Sham gap (spin up / spin down), eV: 6.53 / 8.81
Molar mass, g/mol: 246.8
Calculated total energy, eV: -64524.643
Lowest unoccupied orbital energy (spin up / spin down), eV: 2.0 / 2.3

The geometry in ORCA input format:
```
! RIJCOSX wB97M-V def2-TZVPD def2/J DEFGRID3
* xyz -1 4
Ti 21.2282 -2.7295 9.3237
Cl 21.6081 -2.3026 13.2713
O 22.9797 -2.3680 13.6131
O 21.3392 -2.5348 11.8949
O 20.9764 -3.2812 14.0839
O 21.1601 -0.9345 13.4605
Cl 20.2183 -5.8171 9.7096
O 19.4456 -4.6950 10.2114
O 20.2242 -6.8997 10.6399
O 19.6249 -6.2355 8.5155
O 21.5242 -5.3250 9.4718
*
```

***

No. 3
DFT (ωB97M-V/def2-TZVPD) results for Cl3CuF2NO4S2 as an isolated structure.

Values from the calculation:
Energy relative to the best compared isomer or geometry (same formula, charge and spin), eV: 0.163
Kohn-Sham gap, eV: 5.94
Molar mass, g/mol: 350.0
Calculated total energy, eV: -118992.367
Lowest unoccupied orbital energy, eV: 7.2

The geometry in ORCA input format:
```
! RIJCOSX wB97M-V def2-TZVPD def2/J DEFGRID3
* xyz -3 1
Cu -1.0633 1.2458 -1.1942
Cl -2.4064 2.9186 0.7757
Cl -3.3445 0.0267 -2.2535
Cl 0.0817 2.7255 -3.3169
N 0.2595 -0.2315 -0.1032
S -0.2588 -1.3412 1.0408
O -1.3248 -0.8841 1.8930
O 0.6491 -2.3105 1.6387
F -1.0714 -2.2543 -0.0081
S 1.7616 -0.1725 0.3869
O 2.6227 -1.1709 -0.1812
O 1.9278 0.2978 1.7435
F 2.1670 1.1505 -0.4216
*
```

***

No. 4
DFT (ωB97M-V/def2-TZVPD) results for a single Cl3H4NSi2 molecule.

Values from the calculation:
Energy relative to the best compared isomer or geometry (same formula, charge and spin), eV: 0.000
Kohn-Sham gap, eV: 10.60
Molar mass, g/mol: 180.6
Calculated total energy, eV: -54882.872
Lowest unoccupied orbital energy, eV: 0.4

The geometry in ORCA input format:
```
! RIJCOSX wB97M-V def2-TZVPD def2/J DEFGRID3
* xyz 0 1
N 0.8524 0.2172 -1.0875
Si -0.3077 0.1726 0.2578
Si 1.8202 1.4517 -1.9563
Cl 3.9126 1.2359 -1.7753
Cl 1.4846 1.3709 -3.9424
Cl 1.1754 3.2757 -1.2955
H 1.1399 -0.6989 -1.4930
H 0.5319 0.4264 1.4938
H -1.1661 1.2623 -0.0912
H -0.8412 -1.2066 0.4298
*
```

***

No. 5
DFT (ωB97M-V/def2-TZVPD) results for a 2-piece molecular cluster, Cl3HOSi overall.

Values from the calculation:
Energy relative to the best compared isomer or geometry (same formula, charge and spin), eV: 3.680
Kohn-Sham gap, eV: 10.05
Molar mass, g/mol: 151.5
Calculated total energy, eV: -47510.566
Lowest unoccupied orbital energy, eV: -0.6

The geometry in ORCA input format:
```
! RIJCOSX wB97M-V def2-TZVPD def2/J DEFGRID3
* xyz 0 1
O 0.4472 -0.0616 -0.3439
Si 1.7887 -0.8926 -0.0480
Cl 3.0322 -0.4943 1.3719
Cl 2.4929 2.1666 -0.1236
Cl 2.3723 -2.2981 -1.1549
H 1.0573 1.4820 -0.0382
*
```

***

No. 6
DFT (ωB97M-V/def2-TZVPD) results for a 2-piece molecular cluster, Cl3OPS overall.

Values from the calculation:
Energy relative to the best compared isomer or geometry (same formula, charge and spin), eV: 1.537
Kohn-Sham gap, eV: 8.02
Molar mass, g/mol: 185.4
Calculated total energy, eV: -59739.247
Lowest unoccupied orbital energy, eV: -1.4

The geometry in ORCA input format:
```
! RIJCOSX wB97M-V def2-TZVPD def2/J DEFGRID3
* xyz 0 1
O 1.7004 0.2317 1.2239
P 2.2160 -0.5470 0.1124
S -3.2477 -0.3495 -0.7943
Cl 2.4820 0.7831 -1.5907
Cl -1.4536 -1.1054 -0.6305
Cl -3.0933 1.3362 0.3647
*
```

***

No. 7
DFT (ωB97M-V/def2-TZVPD) results for a 2-piece molecular cluster, Cl3OPS overall.

Values from the calculation:
Energy relative to the best compared isomer or geometry (same formula, charge and spin), eV: 0.000
Kohn-Sham gap (spin up / spin down), eV: 9.99 / 9.12
Molar mass, g/mol: 185.4
Calculated total energy, eV: -59739.260
Lowest unoccupied orbital energy (spin up / spin down), eV: 0.5 / -1.1

The geometry in ORCA input format:
```
! RIJCOSX wB97M-V def2-TZVPD def2/J DEFGRID3
* xyz 0 3
O -2.6198 0.4769 0.2290
P 1.8731 0.1146 0.3509
S -2.2354 -0.6015 -0.6903
Cl 1.2813 -1.7582 -0.1649
Cl 1.3318 1.1286 -1.3143
Cl 0.3691 0.6395 1.5894
*
```

***

No. 8
DFT (ωB97M-V/def2-TZVPD) results for a 2-piece molecular cluster, Cl4O4Si overall.

Values from the calculation:
Energy relative to the best compared isomer or geometry (same formula, charge and spin), eV: 3.856
Kohn-Sham gap (spin up / spin down), eV: 8.42 / 4.80
Molar mass, g/mol: 233.9
Calculated total energy, eV: -66150.638
Lowest unoccupied orbital energy (spin up / spin down), eV: -2.1 / -3.4

The geometry in ORCA input format:
```
! RIJCOSX wB97M-V def2-TZVPD def2/J DEFGRID3
* xyz 0 1
O 1.2017 -1.0322 1.6689
O -1.2437 -1.0805 -0.4161
O -0.6083 1.4355 0.5969
O 0.8437 0.4095 -1.4355
Si -0.2461 0.1384 -0.2996
Cl 2.5626 -1.5934 1.0489
Cl -2.8789 -1.3043 -1.4312
Cl -1.7320 1.6637 1.8805
Cl 1.9211 1.7257 -1.4169
*
```